The following is a DFT calculation (wB97M-V/def2-TZVPD) of a molecular structure, C21H22I2N4O2SSr at a distorted geometry.

Output
ΔE to the lowest compared entry with this formula, charge and spin in kcal/mol: 3.5
2S+1: 1
Highest occupied orbital energy in eV: -7.30
Orbital gap in eV: 7.21
DFT total energy in eV: -60064.2014

Each line ends with the Löwdin charge.
Geometry (Å):
C (-3.88, -0.30, -0.15)  -0.1346
H (3.46, -1.41, 1.15)  0.0627
H (-4.23, 1.10, -1.76)  0.1260
H (1.13, 1.76, -4.12)  0.1274
I (0.87, 3.96, 0.59)  0.8407
H (-1.83, 0.90, -3.51)  0.1193
S (0.88, -2.39, -0.06)  0.6028
H (5.53, 0.44, -3.79)  0.0927
H (-3.05, -2.35, 2.44)  0.1002
H (1.53, 3.76, 3.15)  -0.0447
C (0.69, 3.34, 2.61)  -1.1342
C (1.69, -2.22, 3.75)  -0.0875
C (-3.03, -0.88, 0.85)  -0.3654
C (3.46, 0.88, -3.46)  -0.0679
C (4.74, 0.58, -3.06)  -0.1117
C (-1.26, 1.75, -3.12)  -0.2020
C (-2.13, 2.44, -2.04)  -0.2148
C (-5.68, -1.86, 0.35)  -0.1079
H (-1.58, 3.30, -1.65)  0.0817
C (-4.88, -2.40, 1.37)  -0.0869
C (-3.62, -1.93, 1.62)  -0.0248
I (0.68, 1.25, 2.98)  0.9075
H (-5.27, -3.21, 1.99)  0.1034
C (-3.48, 0.82, -1.00)  -0.1056
O (-1.81, -0.50, 1.05)  -0.3806
H (3.24, 0.99, -4.51)  0.1064
H (-0.25, 3.73, 2.98)  -0.0446
H (-5.77, -0.36, -1.16)  0.1068
C (0.94, -2.31, 1.62)  -0.8151
H (-1.07, 2.44, -3.96)  0.1148
C (3.40, -2.23, 1.86)  -0.0193
Sr (-0.39, 0.40, -0.37)  1.2912
H (-1.03, -2.05, 2.15)  0.0957
H (6.02, 0.32, -1.34)  0.1007
H (-6.67, -2.25, 0.16)  0.0949
H (3.64, -3.15, 1.33)  0.0914
H (-3.06, 2.80, -2.50)  0.1129
C (2.40, 1.03, -2.54)  -0.1380
C (-5.17, -0.82, -0.38)  -0.0647
N (-0.10, -2.26, 2.49)  0.0645
H (4.23, 0.65, 0.31)  0.1044
H (4.10, -2.08, 2.67)  0.0925
N (-2.38, 1.48, -0.96)  -0.1412
O (1.73, 0.93, -0.23)  -0.4785
N (-0.03, 1.27, -2.49)  -0.1495
C (4.01, 0.67, -0.76)  -0.0317
C (0.35, -2.18, 3.80)  -0.1178
C (1.10, 1.37, -3.10)  -0.0955
H (2.43, -2.18, 4.53)  0.1214
N (2.05, -2.30, 2.40)  -0.1180
H (-0.32, -2.11, 4.64)  0.1186
C (2.65, 0.87, -1.13)  -0.4089
C (5.01, 0.50, -1.68)  -0.0890


The following is a DFT calculation (wB97M-V/def2-TZVPD) of 2 unconnected molecules or ions with the total composition C14H26ClF3O6PS at a distorted geometry.

Output
Charge: -1
2S+1: 1
Highest occupied orbital energy in eV: -5.87
Orbital gap in eV: 8.16
DFT total energy in eV: -68023.3984

Each line ends with the Löwdin charge.
Geometry (Å):
H (1.04, 3.37, -0.54)  0.0538
H (1.86, 1.43, -1.52)  0.0952
F (-7.89, -3.88, -1.43)  0.0910
H (-0.05, -1.69, -2.81)  0.1257
F (-6.24, -3.26, -0.18)  0.0838
H (3.77, 4.07, 1.14)  0.1232
C (-7.33, -2.80, -0.84)  -0.6294
O (-8.19, -1.09, -2.68)  -0.3467
C (0.73, 3.97, 0.39)  -0.1218
C (-2.07, 0.18, 0.19)  -0.3791
F (-8.20, -2.39, 0.11)  0.0902
Cl (2.51, -3.99, 3.21)  0.4511
H (-1.63, 0.39, -2.45)  0.1483
H (3.39, -3.68, 0.97)  0.0817
H (2.08, -2.39, 1.44)  0.0546
H (1.18, 2.77, 2.28)  0.0905
O (-1.75, 1.30, 0.67)  0.0145
H (-3.56, -0.60, 1.65)  0.0967
H (0.50, -0.10, -3.61)  0.1177
O (3.77, 2.12, 1.85)  -0.4189
H (-4.21, 0.64, 0.45)  0.1001
C (3.11, 3.13, 1.06)  -0.2873
C (1.77, -0.82, -1.86)  -0.2048
H (1.84, 4.57, 2.24)  0.1026
C (-0.73, 0.14, -1.77)  -0.1905
O (-5.97, -2.07, -3.00)  -0.3533
C (1.67, 3.59, 1.66)  -0.2037
O (-6.32, -0.39, -1.26)  -0.3583
H (0.77, 5.07, 0.13)  0.0692
H (1.84, -1.75, -1.20)  0.1042
H (1.16, -0.56, 0.62)  0.0778
H (0.82, 1.22, 0.55)  0.0577
S (-6.91, -1.46, -2.06)  0.4448
H (5.37, -0.20, 1.51)  0.0917
C (1.67, 0.46, 0.48)  -0.3512
H (5.17, -2.61, 2.14)  0.1111
C (4.33, -0.67, 1.40)  -0.3571
H (-3.92, -1.15, -0.14)  0.0812
H (2.56, -0.99, -2.69)  0.1097
C (2.25, 0.46, -1.03)  -0.2553
H (4.02, -1.75, 3.37)  0.0860
O (-1.19, -0.60, -0.61)  -0.0733
C (4.20, -2.00, 2.28)  -0.3344
C (0.37, -0.64, -2.61)  -0.1536
H (-0.34, 1.15, -1.40)  0.1055
C (3.01, -2.95, 1.76)  -0.5528
H (3.07, 2.90, -0.06)  0.0977
H (-0.36, 3.63, 0.60)  0.0719
H (3.40, 0.59, -1.01)  0.0971
H (4.23, -0.94, 0.29)  0.0690
P (2.96, 0.60, 1.84)  0.9606
C (-3.57, -0.31, 0.54)  0.0155


The following is a DFT calculation (wB97M-V/def2-TZVPD) of 3 unconnected molecules or ions with the total composition C4H14O3S at a distorted geometry.

Output
ΔE to the lowest compared entry with this formula, charge and spin in kcal/mol: 32.5
2S+1: 1
Highest occupied orbital energy in eV: -8.99
Orbital gap in eV: 9.40
DFT total energy in eV: -21351.4419
SMILES: OCCCCS.O.O

Each line ends with the Löwdin charge.
Geometry (Å):
C (-0.46, 1.64, -0.88)  -0.5436
H (0.68, -1.79, -3.17)  0.0484
H (-0.03, 0.56, 2.89)  0.1199
H (-0.29, 1.10, -1.80)  0.0553
H (-2.84, 0.95, -1.31)  -0.1791
H (-0.44, 2.67, -1.25)  0.0642
S (-2.18, 1.42, -0.27)  0.7150
H (0.23, 2.44, 0.99)  0.1368
C (0.43, 1.58, 0.28)  -0.3445
O (0.41, -1.36, 2.82)  -0.1006
H (-0.12, -2.25, 0.43)  -0.0209
H (1.35, 2.12, 0.02)  0.1088
H (1.83, 0.57, 1.47)  0.1283
H (1.00, -0.56, 0.21)  0.1152
O (-0.64, -2.87, -0.08)  -0.0405
C (0.88, 0.27, 0.95)  -0.1742
H (0.83, -1.96, 2.19)  0.0692
H (-1.10, -0.48, 1.80)  0.0943
H (1.33, -0.70, -3.73)  0.0433
H (-1.35, -2.36, -0.48)  0.0408
O (0.56, -0.82, -3.16)  -0.0699
C (-0.07, -0.20, 2.10)  -0.2662


The following is a DFT calculation (wB97M-V/def2-TZVPD) of C5H5NO2 in the gas phase at a distorted geometry.

Output
ΔE to the lowest compared entry with this formula, charge and spin in kcal/mol: 157.3
2S+1: 1
Highest occupied orbital energy in eV: -10.11
Orbital gap in eV: 10.21
DFT total energy in eV: -10844.4956
SMILES: N#C[C@@H]1C=CCOO1

Each line ends with the Löwdin charge.
Geometry (Å):
C (-0.21, -0.90, -0.37)  -0.0852
O (0.07, 1.62, -0.61)  -0.0876
N (-3.37, -0.56, 0.52)  0.1401
H (1.79, 0.51, 1.65)  0.1071
C (-2.47, -0.07, 0.06)  -0.1684
C (1.66, 0.52, 0.63)  -0.1767
H (-1.45, 0.59, -1.74)  0.1638
C (1.02, -0.80, 0.15)  -0.0277
H (1.63, -1.73, 0.35)  0.1323
O (0.74, 1.58, 0.61)  -0.1271
H (2.50, 0.63, 0.00)  0.1136
C (-1.09, 0.33, -0.66)  -0.0709
H (-0.83, -1.72, -0.58)  0.0867